Record 1
Below is C42H32N5O7P3S3Zr as an isolated structure in a non-equilibrium geometry, with properties calculated with ωB97M-V/def2-TZVPD.

Geometry as XYZ:
```
93
Properties=species:S:1:pos:R:3:mulliken_charge:R:1
Zr -0.6187 0.4224 -0.6438 -0.1704
C -1.9186 5.1723 -0.8943 -1.5065
C -1.4426 4.4426 -2.1429 1.1003
O -1.7469 5.2277 -3.2886 -0.6724
P -2.2591 2.8273 -2.3063 0.2665
O -3.7522 2.9955 -2.7822 -0.5560
O -1.5880 2.1254 -3.5618 -0.5987
O -2.2032 2.1020 -0.9885 -0.4215
P 0.3739 4.0144 -2.0205 0.7391
O 0.7852 4.1773 -3.5895 -0.5852
O 1.1376 4.9581 -1.1767 -0.8706
O 0.4194 2.5233 -1.7279 -0.2065
H -2.9757 5.4212 -0.9948 0.4503
H -1.3362 6.0850 -0.7800 0.3648
H -1.7813 4.5504 -0.0092 0.1906
H -1.0455 5.0832 -3.9389 0.4808
H -3.8496 3.1045 -3.7343 0.3709
H -0.6121 2.1467 -3.4730 0.3999
H 1.4949 4.8233 -3.6720 0.3110
N -2.7977 0.7748 3.3210 0.2120
C -3.4779 -0.3930 3.0186 0.7693
C -4.4593 -1.0912 3.7122 -1.3613
C -4.9528 -2.2245 3.1011 -0.5135
C -4.4915 -2.6314 1.8392 -1.0119
C -3.5171 -1.9332 1.1577 -0.6406
C -2.9893 -0.7969 1.7711 0.4130
N -2.0133 0.1154 1.3561 1.5250
C -1.9547 1.0261 2.2969 -1.0187
C -1.0281 2.1321 2.2092 -1.0471
C -0.7881 3.1310 3.0935 -0.3390
S 0.4549 4.1343 2.5016 -0.2535
C 0.5751 3.1614 1.1041 -0.4549
N -0.2530 2.1567 1.0724 1.8786
H -2.9159 1.3409 4.1426 0.2117
H -4.8232 -0.7592 4.6759 0.4560
H -5.7189 -2.8041 3.5989 0.4079
H -4.9161 -3.5173 1.3861 0.4723
H -3.1705 -2.2417 0.1851 0.3760
H -1.2655 3.3175 4.0415 0.4733
H 1.2764 3.4082 0.3236 0.0801
S -0.5095 -2.1710 -0.2630 0.1330
C -0.9489 -2.7463 -1.8526 0.2624
C -0.4163 -3.9290 -2.3534 -1.0973
C -0.7698 -4.3967 -3.6117 0.5291
C -0.1792 -5.6119 -4.1078 -0.3140
N 0.2940 -6.5886 -4.4855 -0.5469
C -1.6853 -3.6737 -4.3869 0.7043
C -2.2232 -2.4939 -3.8869 -0.9251
C -1.8570 -2.0147 -2.6357 0.5000
S -2.5045 -0.4886 -2.0480 -0.5016
C -2.0665 -4.1245 -5.6988 -0.3040
N -2.3831 -4.4624 -6.7507 -0.5465
H 0.2972 -4.4838 -1.7588 0.5788
H -2.9235 -1.9334 -4.4919 0.5365
C 3.7198 2.8832 3.5498 -0.6714
C 2.8498 2.0439 4.2284 -0.7821
C 2.1709 1.0378 3.5508 -0.3172
C 2.3554 0.8529 2.1842 0.0664
C 3.2296 1.7122 1.5089 -0.8913
C 3.9062 2.7153 2.1844 -0.6579
P 1.4324 -0.3906 1.1688 4.2258
C 1.0753 -1.7269 2.3741 0.6430
C 1.6192 -3.0028 2.2615 -1.0786
C 1.2444 -4.0064 3.1422 -0.8469
C 0.3146 -3.7570 4.1407 -0.8062
C -0.2452 -2.4930 4.2543 -0.9355
C 0.1305 -1.4912 3.3733 -0.4939
C 2.7594 -0.9830 0.0916 -0.3191
C 3.9577 -1.4671 0.5510 0.2310
C 4.9307 -1.9091 -0.3634 -1.0965
C 4.6814 -1.8605 -1.7085 -0.8347
C 3.4648 -1.3447 -2.2104 1.5040
C 3.1863 -1.2881 -3.6001 -0.9046
C 2.0057 -0.7691 -4.0343 -1.3175
C 1.0629 -0.2636 -3.1061 -0.7188
C 1.2629 -0.2891 -1.7472 2.4117
C 2.4904 -0.8677 -1.2967 -1.8004
H 4.2534 3.6606 4.0812 0.3901
H 2.7041 2.1624 5.2951 0.4595
H 1.5191 0.3750 4.1054 0.4006
H 3.3790 1.5908 0.4438 0.5336
H 4.5849 3.3639 1.6456 0.4283
H 2.3113 -3.2268 1.4629 0.4608
H 1.6707 -4.9957 3.0352 0.4449
H 0.0166 -4.5472 4.8174 0.3961
H -0.9885 -2.2911 5.0154 0.4426
H -0.3284 -0.5151 3.4561 0.2428
H 4.1612 -1.5094 1.6147 0.5949
H 5.8746 -2.2942 0.0006 0.4194
H 5.4247 -2.2160 -2.4130 0.4502
H 3.9195 -1.6679 -4.3018 0.4029
H 1.7831 -0.7391 -5.0943 0.4423
H 0.1303 0.1241 -3.5128 0.1519
```

Results
- net charge = 0
- HOMO energy (eV) = -7.42
- maximum force (eV/Å) = 1.0
- relative energy (zero: lowest compared OMol25 entry of this formula, charge and spin) (kJ/mol) = 64.8


Record 2
Below is C42H33ClGeMoN4O3Se as an isolated structure in a non-equilibrium geometry, with properties calculated with ωB97M-V/def2-TZVPD.

Geometry as XYZ:
```
86
Properties=species:S:1:pos:R:3:mulliken_charge:R:1
Mo -1.0032 -0.1106 -0.1270 0.2211
O -6.0103 0.3705 1.9548 -0.4478
C -5.3179 -0.3193 2.8311 0.4759
C -6.0178 -0.9542 3.8733 -0.6137
C -5.3473 -1.6702 4.8343 -0.5411
C -3.9520 -1.7951 4.7913 -0.8912
C -3.2426 -1.2223 3.7621 -0.2747
C -3.8996 -0.4827 2.7606 -0.0578
C -3.1437 -0.0017 1.6428 1.0283
O -1.8931 -0.3752 1.4595 0.5196
N -3.6712 0.7464 0.7019 -1.2122
N -2.8451 0.9461 -0.3350 0.5016
C -3.2697 1.6213 -1.3651 -0.3910
C -2.4804 1.8518 -2.5450 0.5020
C -2.9700 2.6321 -3.6037 -1.0627
C -2.2230 2.8269 -4.7541 -0.8425
C -0.9658 2.2500 -4.8806 -0.8279
C -0.4511 1.4553 -3.8630 -0.2638
C -1.1985 1.2522 -2.7092 0.7091
O -0.7797 0.4844 -1.6973 0.1173
H -5.4462 0.7621 1.2583 0.4453
H -7.0910 -0.8610 3.8896 0.5329
H -5.8978 -2.1472 5.6290 0.4535
H -3.4436 -2.3562 5.5586 0.5102
H -2.1660 -1.3240 3.7041 0.5946
H -4.2899 2.0057 -1.3472 0.4610
H -3.9477 3.0831 -3.5256 0.4871
H -2.6178 3.4346 -5.5559 0.4527
H -0.3872 2.4009 -5.7782 0.5332
H 0.5228 0.9920 -3.9512 0.2776
Cl 0.8541 1.9516 4.8078 -0.1510
C -0.0186 2.4014 3.4111 -0.2789
C -0.6860 3.6227 3.3012 -0.4415
C -1.2948 3.9285 2.0959 -1.1562
C -1.2634 3.0099 1.0571 -0.3850
N -0.6752 1.8194 1.1782 1.7217
C -0.0505 1.5355 2.3220 -0.1753
H -0.7104 4.3124 4.1290 0.5562
H -1.7831 4.8795 1.9478 0.5584
H -1.7236 3.2500 0.1076 0.4027
H 0.4663 0.5811 2.4026 0.1839
Se -0.9280 -2.4805 0.2322 0.3126
C -0.1430 -3.9582 -0.7606 0.4882
C 1.2294 -4.0602 -0.9274 0.0964
C 1.7207 -5.2252 -1.5095 -0.6006
N 0.9067 -6.1807 -1.8712 -0.5022
C -0.3889 -6.1215 -1.7125 -0.5402
C -0.9834 -4.9971 -1.1450 -0.5300
H 1.8972 -3.2745 -0.6030 0.4087
H 2.7795 -5.3814 -1.6679 0.4297
H -0.9636 -6.9823 -2.0294 0.3911
H -2.0548 -4.9504 -1.0061 0.4237
C 2.9660 -0.9843 -4.6124 -0.8029
C 1.8220 -1.5726 -4.0944 -0.9266
C 1.4152 -1.2710 -2.8043 -0.0196
C 2.1499 -0.3792 -2.0280 0.6772
C 3.2883 0.2175 -2.5615 -0.5859
C 3.6996 -0.0920 -3.8477 -0.7673
Ge 1.6649 0.0554 -0.1385 0.8240
C 2.1887 1.9614 0.0535 0.8213
C 3.2717 2.3299 0.8419 -0.6633
C 3.6751 3.6542 0.8817 -0.7934
C 2.9849 4.6122 0.1598 -0.7094
C 1.8900 4.2540 -0.6126 -0.9127
C 1.4995 2.9288 -0.6742 -0.4428
C 2.6788 -1.1830 1.0522 0.2533
C 4.0054 -1.4201 0.6909 -0.2325
C 4.7990 -2.2482 1.4644 -0.8008
C 4.2697 -2.8567 2.5934 -0.6639
C 2.9474 -2.6298 2.9513 -0.9542
C 2.1504 -1.8010 2.1815 0.6629
H 3.2821 -1.2225 -5.6160 0.4552
H 1.2462 -2.2650 -4.6916 0.5609
H 0.5078 -1.7354 -2.4082 0.2014
H 3.8524 0.9268 -1.9702 0.5000
H 4.5910 0.3672 -4.2468 0.4919
H 3.8109 1.5827 1.4066 0.4610
H 4.5293 3.9355 1.4762 0.4817
H 3.2969 5.6441 0.1944 0.4514
H 1.3506 5.0039 -1.1715 0.5204
H 0.6590 2.6433 -1.3062 0.3538
H 4.4013 -0.9591 -0.2049 0.4239
H 5.8268 -2.4214 1.1838 0.4673
H 4.8798 -3.5199 3.1871 0.4376
H 2.5496 -3.0965 3.8377 0.4786
H 1.1097 -1.6353 2.4592 0.1427
```

Results
- net charge = +3
- HOMO energy (spin up / spin down) (eV) = -15.77 / -15.77
- maximum force (eV/Å) = 3.4
- spin multiplicity = 2
- <S²> = 0.78